1.
17
Properties=species:S:1:pos:R:3:mulliken_charge:R:1 method="wB97M-V/def2-TZVPD" lumo_energy_ha=0.02519 total_energy_ev=-11114.8239 gap_ev=11.36 e_homo_ev=-10.7 de_lowest_ev=0.936
B -1.746 0.085 -0.055 0.68
C 0.574 0.641 -0.286 0.28
C 0.326 -0.690 0.392 0.42
C 1.177 1.728 0.627 -1.35
C 0.602 -1.841 -0.540 -1.35
O -1.120 1.052 -0.702 -0.52
O -1.065 -0.745 0.838 -0.55
O -3.160 -0.095 -0.157 -0.53
H 0.966 0.631 -1.367 0.29
H 0.893 -0.878 1.307 0.38
H 2.260 1.812 0.607 0.37
H 0.947 1.593 1.760 0.29
H 0.814 2.742 0.513 0.36
H -0.244 -2.462 -0.693 0.34
H 1.426 -2.577 -0.134 0.28
H 0.940 -1.561 -1.533 0.34
H -3.589 0.565 -0.577 0.27

2.
139
Properties=species:S:1:pos:R:3:mulliken_charge:R:1 method="wB97M-V/def2-TZVPD" lumo_energy_ha=0.13327 charge=-2 total_energy_ev=-151550.6601 gap_ev=5.57 e_homo_ev=-1.9 de_lowest_ev=0.000
Cs 0.417 0.225 0.906 1.97
O -1.323 1.613 2.233 -0.84
C -0.857 2.032 3.430 1.58
C 0.309 3.117 3.293 -1.19
C 1.761 2.680 3.256 -0.12
C 2.617 3.054 4.286 -0.45
C 3.954 2.700 4.210 -1.11
C 4.393 1.941 3.143 -0.56
C 3.473 1.545 2.170 -1.00
C 3.863 0.568 1.083 -0.20
C 3.623 -0.956 1.533 2.65
O 2.324 -1.217 1.735 -1.14
C 4.482 -1.123 2.806 -0.46
C 5.873 -1.034 2.818 0.12
C 6.584 -1.104 4.008 -0.98
C 5.909 -1.257 5.215 -0.53
C 4.524 -1.348 5.211 -0.53
C 3.819 -1.288 4.015 -0.11
C 4.135 -1.880 0.401 -0.57
C 4.875 -3.038 0.626 -0.39
C 5.225 -3.888 -0.418 -0.78
C 4.854 -3.588 -1.719 -1.08
C 4.096 -2.446 -1.957 0.25
C 3.721 -1.622 -0.907 0.43
N 2.205 1.970 2.211 0.50
C -0.365 0.870 4.321 -0.55
C 0.222 1.100 5.565 0.29
C 0.649 0.053 6.366 -1.08
C 0.495 -1.259 5.934 -0.41
C -0.095 -1.504 4.704 -0.95
C -0.528 -0.447 3.910 0.14
C -2.068 2.701 4.138 -1.01
C -2.438 4.003 3.799 -0.39
C -3.623 4.559 4.257 -0.85
C -4.478 3.824 5.069 -0.49
C -4.127 2.525 5.410 -0.90
C -2.937 1.974 4.951 -0.09
H 0.077 3.632 2.359 0.55
H 0.222 3.842 4.106 0.48
H 2.239 3.624 5.125 0.37
H 4.647 2.999 4.989 0.39
H 5.422 1.616 3.076 0.52
H 3.269 0.748 0.186 -0.24
H 4.919 0.705 0.828 0.83
H 6.408 -0.906 1.882 0.40
H 7.667 -1.035 3.997 0.35
H 6.461 -1.304 6.147 0.37
H 3.984 -1.458 6.146 0.39
H 2.737 -1.349 3.974 0.10
H 5.179 -3.291 1.633 0.40
H 5.796 -4.787 -0.210 0.36
H 5.134 -4.240 -2.539 0.43
H 3.778 -2.212 -2.965 0.41
H 3.073 -0.773 -1.110 -0.67
H 0.340 2.120 5.914 0.41
H 1.112 0.260 7.324 0.38
H 0.845 -2.082 6.547 0.35
H -0.202 -2.520 4.345 0.35
H -0.987 -0.652 2.953 0.69
H -1.807 4.580 3.135 0.37
H -3.887 5.570 3.966 0.37
H -5.408 4.254 5.423 0.36
H -4.786 1.932 6.034 0.37
H -2.686 0.954 5.217 0.40
F -3.152 3.716 -1.333 -0.45
C -1.917 3.355 -1.797 0.38
C -1.585 2.021 -1.890 0.13
C -0.330 1.610 -2.364 0.75
C 0.571 2.639 -2.702 -0.85
C 0.183 3.965 -2.617 1.05
F 1.055 4.962 -2.978 -0.43
C -1.056 4.371 -2.164 -1.23
C 1.945 2.311 -3.169 0.10
C 2.470 2.915 -4.317 -0.62
C 3.759 2.631 -4.713 -0.79
C 4.515 1.749 -3.952 -1.10
C 3.916 1.191 -2.835 -0.19
N 2.669 1.450 -2.444 0.50
H -2.337 1.293 -1.591 -0.13
H -1.318 5.416 -2.086 0.50
H 1.850 3.593 -4.890 0.49
H 4.168 3.086 -5.609 0.37
H 5.535 1.496 -4.211 0.42
H 4.473 0.497 -2.212 0.34
C -0.240 -5.776 -4.240 -0.53
C 0.791 -5.236 -3.482 -0.60
C 0.755 -3.895 -3.119 -0.36
C -0.288 -3.057 -3.515 0.30
C -1.323 -3.622 -4.257 -0.41
C -1.301 -4.964 -4.619 -0.77
As -0.135 -1.127 -2.840 1.13
C -1.877 -0.649 -3.603 0.27
C -3.119 -0.842 -3.023 -0.10
C -4.269 -0.406 -3.672 -0.64
C -4.173 0.220 -4.908 -0.94
C -2.932 0.392 -5.507 -0.64
C -1.782 -0.051 -4.864 0.82
C -0.409 0.035 -5.400 -0.08
C -0.054 0.539 -6.647 -0.41
C 1.271 0.504 -7.057 -1.26
C 2.246 -0.035 -6.225 -0.56
C 1.896 -0.525 -4.973 -0.19
C 0.575 -0.486 -4.556 0.42
H -0.225 -6.824 -4.520 0.34
H 1.617 -5.860 -3.158 0.45
H 1.544 -3.501 -2.492 0.38
H -2.164 -3.010 -4.570 0.41
H -2.119 -5.378 -5.199 0.38
H -3.194 -1.319 -2.060 -0.26
H -5.236 -0.545 -3.199 0.49
H -5.067 0.577 -5.408 0.33
H -2.864 0.876 -6.475 0.34
H -0.810 0.955 -7.304 0.41
H 1.546 0.898 -8.029 0.34
H 3.282 -0.056 -6.542 0.45
H 2.664 -0.918 -4.317 0.15
C -8.350 -1.497 0.231 -1.50
C -6.856 -1.327 0.326 0.86
C -6.002 -2.389 0.070 -1.36
C -4.619 -2.249 0.129 1.17
C -3.761 -3.456 -0.148 -1.10
C -4.089 -0.991 0.466 0.61
C -2.623 -0.756 0.534 2.83
O -1.792 -1.439 -0.030 -0.67
C -4.937 0.101 0.743 1.18
C -4.415 1.481 1.056 -1.64
C -6.311 -0.095 0.662 -1.12
H -8.621 -2.544 0.096 0.35
H -8.751 -0.934 -0.615 0.29
H -8.846 -1.129 1.132 0.36
H -6.419 -3.360 -0.181 0.25
H -4.387 -4.350 -0.175 0.47
H -2.989 -3.584 0.610 0.21
H -3.235 -3.372 -1.099 0.13
H -2.315 0.121 1.128 -1.94
H -3.604 1.498 1.787 -0.17
H -5.229 2.109 1.422 0.45
H -4.014 1.952 0.155 0.40
H -6.970 0.744 0.865 0.37